DFT (ωB97M-V/def2-TZVPD) results for a 2-piece molecular cluster, C8H15N3O overall.

Properties
SMILES = C[C@H]1CC=NO1.CCNCC#N
E = -15053.8712 eV
HOMO-LUMO gap = 9.771 eV
E_LUMO = 0.55 eV

ORCA input file:
```
! RIJCOSX wB97M-V def2-TZVPD def2/J DEFGRID3
* xyz 0 1
C -2.359 0.039 3.014
C -1.159 -0.379 3.772
C 0.076 -0.567 2.920
C 1.172 0.134 3.740
N 0.699 0.786 4.724
O -0.749 0.745 4.605
H -3.242 0.114 3.633
H -2.221 1.099 2.627
H -2.531 -0.662 2.180
H -1.379 -1.212 4.468
H 0.297 -1.606 2.809
H 0.022 -0.047 1.939
H 2.212 0.288 3.493
C 0.775 0.586 -5.026
C 0.763 0.728 -3.525
N 1.259 -0.575 -2.922
C 0.436 -0.940 -1.795
C 0.612 0.157 -0.809
N 0.650 1.132 -0.220
H 0.065 1.323 -5.478
H 0.496 -0.414 -5.496
H 1.707 0.926 -5.458
H -0.238 0.932 -3.144
H 1.380 1.552 -3.100
H 1.185 -1.312 -3.624
H -0.662 -0.969 -1.946
H 0.734 -1.859 -1.381
*
```